[1]
DFT (ωB97M-V/def2-TZVPD) results for 2 unconnected molecules or ions with the total composition C6H12N4O3 at a distorted geometry.

XYZ file:
```
25
Properties=species:S:1:pos:R:3
C -2.7706 0.8382 -0.6837
C -3.3964 1.7011 0.2448
C -3.8773 -1.2630 -0.2248
C -5.6271 1.1015 0.7246
C -5.7267 0.1607 -0.5361
C 9.3687 -0.5343 0.8431
N -2.8605 -0.4720 -0.7428
N 8.8496 0.5612 1.2310
N -3.4056 -2.4619 0.0664
N -4.4456 1.7170 0.9061
O -2.1860 -2.7464 -0.1288
O -4.1904 -3.3384 0.5969
O -5.1783 -1.0745 -0.1325
H -1.9368 1.1046 -1.2047
H -2.6315 2.3220 0.7236
H -5.8313 0.4121 1.6825
H -6.4915 1.8246 0.7468
H -6.7145 -0.1433 -0.8719
H -5.0868 0.5394 -1.3721
H 9.3695 -1.2679 1.5386
H 9.8090 -0.8033 -0.1987
H -2.2033 -1.2099 -1.1492
H 9.0240 1.3301 0.5117
H 8.4622 0.6899 2.2074
H -3.6004 -4.0476 0.9965
```

Calculated values
LUMO level (alpha / beta) = -7.29 / -7.29 eV
HOMO level (alpha / beta) = -13.9604 / -13.9700 eV
multiplicity = 1
strongest force on any atom = 5.10 eV Å⁻¹
energy above the lowest of the compared OMol25 structures with the same formula, charge and spin = 170.51 kJ/mol
electronic energy = -18496.28516 eV
net charge = +2

=====

[2]
DFT (ωB97M-V/def2-TZVPD) results for a gas-phase ion, C6H12NO (charge -1) at a distorted geometry.

XYZ file:
```
20
Properties=species:S:1:pos:R:3
C 1.0244 1.6801 -2.0611
O -0.0216 2.4455 -1.8607
C 0.7496 0.2131 -1.4522
C -0.5978 0.4470 -0.6513
C -0.4363 -0.4071 0.6087
C -0.9378 -1.6199 0.6916
N -0.8573 -2.5304 1.7034
C 0.0940 0.2800 1.8625
H 2.1328 2.0242 -1.7375
H 1.2775 1.7485 -3.2106
H 0.6391 -0.5038 -2.3211
H 1.5626 -0.0449 -0.7727
H -0.7495 1.5958 -0.6580
H -1.6488 0.3644 -1.1469
H -1.3561 -2.0132 -0.1871
H -0.0433 -2.5352 2.2701
H -1.7596 -2.5043 2.3731
H 1.2674 0.3461 1.7891
H -0.0917 -0.2536 2.6948
H -0.2476 1.2677 2.0660
```

Calculated values
LUMO level = 3.57 eV
HOMO level = -2.2931 eV
multiplicity = 1
strongest force on any atom = 5.36 eV Å⁻¹
energy above the lowest of the compared OMol25 structures with the same formula, charge and spin = 230.43 kJ/mol
electronic energy = -9950.95781 eV
net charge = -1

=====

[3]
DFT (ωB97M-V/def2-TZVPD) results for a gas-phase ion, C6H12NO (charge -1) at a distorted geometry.

XYZ file:
```
20
Properties=species:S:1:pos:R:3
C -0.5023 -1.2003 0.3867
N -0.0056 -0.3069 1.5071
C 0.1930 -1.2065 2.8391
O 1.2092 -1.9484 2.6871
C -1.1847 -0.2271 -0.6940
C -0.0868 0.2466 -1.7357
C 0.5524 1.5007 -1.1957
C 1.1670 2.4579 -1.9022
H -1.2977 -1.9788 0.8361
H 0.2218 -1.8787 -0.0877
H 0.9225 -0.1897 1.2153
H 0.1798 -0.5764 3.7828
H -0.8469 -1.7324 2.6095
H -1.9675 -0.8069 -1.1880
H -1.7249 0.7230 -0.0940
H 0.6332 -0.5065 -1.8179
H -0.6994 0.3718 -2.6841
H 0.4090 1.5341 -0.1043
H 1.3284 2.3398 -2.9044
H 1.4995 3.3845 -1.4558
```

Calculated values
LUMO level = 3.62 eV
HOMO level = -2.5799 eV
multiplicity = 1
strongest force on any atom = 3.60 eV Å⁻¹
energy above the lowest of the compared OMol25 structures with the same formula, charge and spin = 178.02 kJ/mol
electronic energy = -9951.50102 eV
net charge = -1

=====

[4]
DFT (ωB97M-V/def2-TZVPD) results for a gas-phase ion, C6H12NO (charge -1) at a distorted geometry.

XYZ file:
```
20
Properties=species:S:1:pos:R:3
C -1.9513 -0.9434 0.4394
O -3.2134 -0.8435 -0.2067
C -1.0379 0.3452 0.1799
C -0.1463 -0.0780 -1.1555
C 0.6388 0.4948 -0.0297
C 1.7652 -0.0728 0.7425
C 3.0958 -0.2540 -0.0116
N -1.8183 1.4127 -0.2501
H -1.5245 -1.9671 0.2410
H -2.1545 -0.9778 1.6192
H -0.9226 0.3358 1.3272
H 0.4126 -1.0339 -1.5585
H -0.5802 0.6107 -1.9574
H 0.4953 1.6581 0.1284
H 1.5465 -0.9396 1.3516
H 3.5594 -1.2478 -0.4389
H 2.7650 0.2892 -0.9450
H 3.9033 0.3230 0.4278
H -2.1382 2.1245 0.4027
H -2.6946 0.7639 -0.3066
```

Calculated values
LUMO level = 3.77 eV
HOMO level = -1.9554 eV
multiplicity = 1
strongest force on any atom = 5.16 eV Å⁻¹
energy above the lowest of the compared OMol25 structures with the same formula, charge and spin = 683.70 kJ/mol
electronic energy = -9946.25999 eV
net charge = -1